A structure of composition C21H31BaCl2OSSb at a distorted geometry, computed with the ωB97M-V functional and the def2-TZVPD basis.

Last column: Löwdin charge in e.
Element x y z (Å)
Ba -0.6505 1.4680 0.3343  1.59
Cl -0.1036 2.5639 3.3780  0.50
C 0.0004 4.2908 2.9320  -0.90
Cl 0.1329 4.5452 1.1669  0.49
H 0.8965 4.6930 3.3869  0.05
H -0.9050 4.7784 3.2697  0.05
O 1.4194 0.6575 0.6686  -1.02
S 2.5582 -0.0776 1.4772  1.04
C 2.2904 -1.8046 1.1134  -0.28
C 3.2752 -2.6347 1.9036  -0.30
C 4.0249 -3.5994 1.2365  -0.05
C 4.9204 -4.3926 1.9377  -0.05
C 5.0773 -4.2171 3.3056  -0.05
C 4.3279 -3.2602 3.9741  -0.05
C 3.4222 -2.4727 3.2774  -0.06
C 4.0732 0.3287 0.5838  -0.26
C 4.1094 -0.0917 -0.8520  -0.29
C 3.4238 0.6427 -1.8178  -0.05
C 3.4496 0.2440 -3.1450  -0.06
C 4.1668 -0.8867 -3.5154  -0.06
C 4.8713 -1.6049 -2.5612  -0.05
C 4.8457 -1.2088 -1.2310  -0.04
H 2.3884 -1.9490 0.0364  0.10
H 1.2518 -1.9868 1.4013  0.11
H 3.8970 -3.7406 0.1705  0.12
H 5.4921 -5.1499 1.4186  0.12
H 5.7776 -4.8331 3.8532  0.12
H 4.4409 -3.1331 5.0421  0.12
H 2.8328 -1.7480 3.8277  0.11
H 4.8660 -0.1122 1.1925  0.12
H 4.1295 1.4113 0.7213  0.11
H 2.9046 1.5495 -1.5315  0.10
H 2.9348 0.8266 -3.8974  0.11
H 4.1966 -1.1924 -4.5524  0.12
H 5.4569 -2.4657 -2.8549  0.12
H 5.4129 -1.7565 -0.4890  0.12
C -6.8304 1.9397 -0.0829  -0.16
C -5.5686 1.5058 0.6512  -0.44
Sb -3.8499 1.0504 -0.5404  1.23
C -4.4052 2.0974 -2.3113  -0.45
C -4.2220 3.6070 -2.1838  -0.19
C -4.3585 -0.9236 -1.1932  -0.46
C -5.8008 -1.1570 -1.6209  -0.17
H -7.6396 2.0836 0.6335  0.09
H -7.1680 1.2098 -0.8156  0.06
H -6.6926 2.8870 -0.6040  0.06
H -5.7414 0.6100 1.2522  0.05
H -5.2615 2.2821 1.3546  0.04
H -5.4439 1.8428 -2.5176  0.05
H -3.8187 1.6977 -3.1407  0.06
H -4.7953 4.0198 -1.3519  0.06
H -4.5444 4.1264 -3.0863  0.08
H -3.1759 3.8828 -2.0186  0.05
H -4.0915 -1.5983 -0.3762  0.04
H -3.6718 -1.1569 -2.0114  0.05
H -6.4909 -1.0404 -0.7856  0.07
H -5.9231 -2.1714 -2.0006  0.08
H -6.1144 -0.4759 -2.4122  0.07

Forces on the atoms, in the same order (eV/Å):
Ba -0.41 0.90 -0.09
Cl -0.03 0.13 -0.14
C 0.03 -0.03 -0.03
Cl -0.05 -0.14 0.14
H -0.02 0.03 0.03
H 0.02 0.03 0.03
O 1.64 -1.05 0.68
S -0.54 0.58 -0.24
C 0.10 -0.19 0.00
C -0.08 -0.06 -0.21
C 0.05 0.00 0.06
C -0.02 0.02 0.02
C 0.01 -0.02 0.00
C -0.01 0.00 -0.02
C 0.07 -0.04 0.13
C 0.11 0.05 0.01
C -0.01 0.06 0.09
C 0.01 -0.02 -0.02
C 0.01 -0.01 0.00
C -0.02 0.02 -0.01
C 0.03 -0.03 0.02
C -0.05 -0.01 -0.06
H 0.03 0.01 0.00
H 0.02 0.00 0.07
H 0.00 0.01 -0.02
H 0.00 0.00 -0.01
H 0.00 0.00 0.00
H 0.00 0.01 0.00
H -0.04 0.02 -0.07
H 0.00 -0.07 -0.06
H 0.02 0.00 -0.06
H 0.00 0.01 0.00
H 0.00 0.00 0.00
H 0.00 0.00 0.00
H 0.00 0.00 0.00
H 0.01 -0.02 0.01
C 0.02 0.04 -0.13
C 0.03 0.10 0.42
Sb -1.18 -0.27 -0.44
C 0.12 0.20 -0.24
C 0.04 0.08 0.03
C 0.22 -0.32 0.03
C -0.11 0.12 0.03
H 0.01 -0.01 0.01
H 0.01 -0.06 0.01
H 0.02 0.00 0.01
H -0.03 -0.01 -0.04
H -0.03 -0.02 0.01
H -0.02 0.00 0.06
H 0.02 0.00 0.03
H -0.02 -0.01 0.00
H -0.02 -0.04 -0.01
H 0.01 -0.04 -0.02
H -0.02 0.00 -0.01
H -0.01 0.04 -0.01
H 0.00 0.01 0.01
H 0.03 -0.01 0.01
H 0.02 0.00 -0.02

Summary:
LUMO energy = -5.97 eV
HOMO energy = -14.0362 eV
charge = +2

***

A cluster of 2 separate species, H2N3O3S in total at a distorted geometry, computed with the ωB97M-V functional and the def2-TZVPD basis.

Last column: natural (NBO) charge in e.
Element x y z (Å)
N -2.9982 -1.6150 0.6764  -0.10
N -1.9456 -1.3450 0.8994  0.07
N 1.1131 -0.5874 -0.2835  -1.09
O -1.1287 0.4673 -0.0206  -1.02
O 0.9037 1.6104 0.8714  -1.04
O 0.4075 1.5846 -1.5141  -1.03
S 0.2378 0.9319 -0.2448  2.49
H 1.5688 -0.6051 0.6034  0.36
H 1.8416 -0.4417 -0.9877  0.36

Forces on the atoms, in the same order (eV/Å):
N 2.29 0.76 0.36
N -2.75 -1.99 0.29
N -0.23 0.75 -1.48
O 0.70 1.68 -0.22
O -0.66 0.03 -0.14
O 0.48 0.10 -0.93
S -0.06 -1.11 1.20
H 0.39 -0.09 0.67
H -0.16 -0.13 0.25

Summary:
LUMO energy = 4.07 eV
HOMO energy = -5.0291 eV
charge = -1

***

A cluster of 2 separate species, C2H3ClO2 in total at a distorted geometry, computed with the ωB97M-V functional and the def2-TZVPD basis.

Last column: natural (NBO) charge in e.
Element x y z (Å)
C -0.3577 -0.9961 0.4792  -0.35
C 0.9776 1.9121 -1.3911  0.48
O 0.4884 -0.3655 1.3394  -0.70
O 0.9495 2.2574 -2.4640  -0.49
Cl -2.1040 -0.6021 0.8115  0.18
H -0.2541 -2.0725 0.6252  0.21
H -0.2055 -0.7194 -0.5694  0.19
H 0.5057 0.5861 1.1691  0.48

Forces on the atoms, in the same order (eV/Å):
C 4.82 -1.37 -0.49
C -0.06 0.15 -0.45
O 0.85 0.64 0.53
O 0.04 -0.16 0.48
Cl -5.51 1.27 0.87
H -0.01 -0.35 -0.30
H -0.03 -0.09 -0.66
H -0.10 -0.10 0.03

Summary:
LUMO energy (alpha / beta) = 0.82 / -4.33 eV
multiplicity = 3
HOMO energy (alpha / beta) = -4.2197 / -11.1572 eV
charge = 0

***

A cluster of 2 separate species, C4H7NO in total, computed with the ωB97M-V functional and the def2-TZVPD basis.

Last column: natural (NBO) charge in e.
Element x y z (Å)
N -1.9356 0.5411 1.8179  -0.65
C -1.0160 0.9189 1.0473  0.39
O -0.8370 0.2824 -0.1389  -0.51
C 0.2944 0.5680 -0.8717  0.11
C 1.5332 0.4719 -0.4008  -0.47
C -0.7078 -1.6929 -2.0998  -0.18
H -1.9761 1.1530 2.6294  0.35
H -0.3179 1.7536 1.1888  0.15
H 0.0515 0.8333 -1.8960  0.22
H 2.3713 0.7036 -1.0492  0.22
H 1.7466 0.1559 0.6167  0.21
H -1.2575 -2.1254 -1.2351  0.09
H 0.2997 -2.1566 -1.9890  0.08

Forces on the atoms, in the same order (eV/Å):
N 0.31 0.19 -0.18
C -0.13 -0.02 0.19
O -0.09 0.05 0.05
C 0.32 0.02 -0.04
C -0.18 0.03 -0.05
C 0.18 -0.41 0.25
H 0.02 -0.07 -0.04
H -0.09 -0.12 0.04
H 0.06 -0.02 0.12
H -0.15 -0.04 0.07
H -0.09 0.07 -0.13
H 0.00 0.18 -0.21
H -0.17 0.15 -0.09

Summary:
LUMO energy (alpha / beta) = -0.72 / -0.72 eV
HOMO energy (alpha / beta) = -9.5181 / -9.4504 eV
charge = 0

***

Look up the charge of the second one. -1

***

Copy entry 3 word for word.
A cluster of 2 separate species, C2H3ClO2 in total at a distorted geometry, computed with the ωB97M-V functional and the def2-TZVPD basis.

Last column: natural (NBO) charge in e.
Element x y z (Å)
C -0.3577 -0.9961 0.4792  -0.35
C 0.9776 1.9121 -1.3911  0.48
O 0.4884 -0.3655 1.3394  -0.70
O 0.9495 2.2574 -2.4640  -0.49
Cl -2.1040 -0.6021 0.8115  0.18
H -0.2541 -2.0725 0.6252  0.21
H -0.2055 -0.7194 -0.5694  0.19
H 0.5057 0.5861 1.1691  0.48

Forces on the atoms, in the same order (eV/Å):
C 4.82 -1.37 -0.49
C -0.06 0.15 -0.45
O 0.85 0.64 0.53
O 0.04 -0.16 0.48
Cl -5.51 1.27 0.87
H -0.01 -0.35 -0.30
H -0.03 -0.09 -0.66
H -0.10 -0.10 0.03

Summary:
LUMO energy (alpha / beta) = 0.82 / -4.33 eV
multiplicity = 3
HOMO energy (alpha / beta) = -4.2197 / -11.1572 eV
charge = 0